Record 1
# C3H9N3

C3H9N3 as an isolated structure (ωB97M-V with the def2-TZVPD basis set, OMol25).

Each line ends with the Löwdin charge.
Geometry (Å):
C 0.67194 -0.90376 -0.67199  -0.197
C 1.84091 -0.79802 0.30015  -0.153
N -0.83077 1.08720 -0.56074  -0.108
C -0.78406 0.12238 0.32792  -0.406
N -1.91844 1.99371 -0.53609  0.018
N -1.44199 -0.44308 1.21424  0.139
H -0.09428 0.15077 -1.14072  0.137
H -2.58889 1.74940 0.18585  0.068
H -1.56532 2.93103 -0.38325  0.071
H -0.95844 -0.93716 1.95245  0.058
H 0.17277 -1.87085 -0.65293  0.082
H 1.06058 -0.77489 -1.70030  0.095
H 1.53041 -1.02328 1.32356  0.059
H 2.64524 -1.49376 0.04516  0.065
H 2.26035 0.21029 0.29667  0.072

Values from the calculation:
Strongest force on any atom (hartree/bohr): 0.00526
Total energy (hartree): -283.790311
HOMO energy (eV): -8.680
2S+1: 1
Gap between HOMO and LUMO (hartree): 0.35549
Lowest unoccupied orbital energy (eV): 0.993
ΔE to the lowest compared entry with this formula, charge and spin (kJ/mol): 506.2


Record 2
# C3H9N3

A 2-piece molecular cluster, C3H9N3 overall (ωB97M-V with the def2-TZVPD basis set, OMol25).

Each line ends with the Löwdin charge.
Geometry (Å):
C 1.61961 0.66583 1.05972  -0.189
C 2.26448 -1.45889 0.45635  -0.057
N 2.35196 -0.19829 0.18055  -0.107
H 2.26104 1.59968 1.08105  0.089
H 1.34876 0.20896 2.00174  0.049
H 0.48274 0.86082 0.74314  0.098
H 2.45715 -2.16135 -0.36341  0.068
H 1.93844 -1.74929 1.42673  0.053
N -2.07477 -0.29893 -1.83527  0.033
C -2.15692 0.70934 -0.89084  -0.384
N -2.97157 0.82677 0.15706  0.004
H -1.06595 -0.60972 -2.17284  0.152
H -2.77719 -1.01897 -1.85711  0.074
H -1.26471 1.34919 -0.91136  0.088
H -2.41309 1.27486 0.92450  0.028

Values from the calculation:
Strongest force on any atom (hartree/bohr): 0.07078
Total energy (hartree): -283.870937
HOMO energy (eV): -9.009
2S+1: 1
SMILES: [H]/N=C/N.C=NC
Gap between HOMO and LUMO (hartree): 0.35294
Lowest unoccupied orbital energy (eV): 0.595
ΔE to the lowest compared entry with this formula, charge and spin (kJ/mol): 294.5